C19H23NO3 | wB97M-V/def2-TZVPD

Element x y z (Å)
1 O -6.200 0.007 1.154
2 O 3.350 -2.367 0.533
3 O -0.304 -1.231 -1.722
4 N 0.600 -1.322 0.337
5 C -2.603 1.022 -0.676
6 C -3.262 -0.131 -1.069
7 C 4.568 1.610 0.227
8 C 3.333 -0.247 -0.714
9 C 0.033 -0.665 -0.705
10 C 3.773 1.067 -0.768
11 C -1.284 1.406 -1.288
12 C -3.171 1.799 0.328
13 C -4.461 -0.509 -0.486
14 C 3.692 -1.053 0.359
15 C 5.036 3.033 0.168
16 C -4.364 1.436 0.916
17 C -5.024 0.276 0.512
18 C -0.120 0.829 -0.473
19 C 2.364 -2.964 -0.280
20 C 0.944 -2.722 0.262
21 C -6.920 -1.140 0.778
22 C 4.927 0.793 1.295
23 C 4.500 -0.515 1.363
24 H -1.217 1.014 -2.303
25 H 4.781 -1.151 2.187
26 H 2.575 -4.036 -0.249
27 H 0.858 -3.156 1.261
28 H 2.433 -2.626 -1.318
29 H -0.266 1.028 0.590
30 H -2.674 2.703 0.650
31 H 0.230 -3.199 -0.413
32 H 4.666 3.528 -0.727
33 H 0.819 1.299 -0.782
34 H 6.124 3.075 0.162
35 H -4.943 -1.414 -0.823
36 H 5.551 1.190 2.082
37 H -6.346 -2.054 0.959
38 H -1.194 2.494 -1.321
39 H 3.485 1.675 -1.614
40 H -4.811 2.038 1.691
41 H -2.829 -0.752 -1.839
42 H 0.980 -0.793 1.105
43 H 4.687 3.585 1.040
44 H -7.812 -1.146 1.402
45 H -7.218 -1.101 -0.276
46 H 2.713 -0.616 -1.515

Calculated values
Frontier orbital gap: 8.98 eV
Multiplicity: 1
Energy relative to the best compared isomer or geometry (same formula, charge and spin): 21.0 kcal/mol
LUMO: 0.78 eV

Atomic partial charges in e from the natural (NBO) method, atoms 1 to 2:
1. O -0.495
2. O -0.523

=====

C5H6F2O | wB97M-V/def2-TZVPD

Element x y z (Å)
1 F -1.561 -1.294 -0.288
2 F 0.381 1.683 0.022
3 O 2.195 0.134 -0.937
4 C 1.089 -0.513 -0.323
5 C -2.380 0.802 -0.306
6 C 0.872 -0.358 1.242
7 C 0.066 0.348 0.176
8 C -1.325 0.039 -0.174
9 H 0.415 -1.096 1.927
10 H -2.386 1.886 -0.144
11 H -3.305 0.434 -0.835
12 H 3.096 -0.677 -1.246
13 H 1.862 0.196 1.642
14 H 0.982 -1.584 -0.756

Calculated values
Frontier orbital gap: 9.85 eV
Multiplicity: 1
Energy relative to the best compared isomer or geometry (same formula, charge and spin): 79.3 kcal/mol
LUMO: 0.19 eV

Atomic partial charges in e from the natural (NBO) method, atoms 1 to 2:
1. F -0.339
2. F -0.318

=====

C47H54N8O5S | wB97M-V/def2-TZVPD

Element x y z (Å)
1 S -2.410 0.270 0.307
2 O -4.004 -1.196 -2.886
3 O -2.982 1.640 0.226
4 O -2.217 -0.096 1.734
5 O -3.485 -0.726 -0.418
6 O 0.209 0.816 0.226
7 N 2.487 6.030 3.410
8 N -2.822 -6.045 -3.327
9 N 2.679 1.838 1.342
10 N 9.134 -5.981 2.107
11 N -2.087 7.559 4.604
12 N -4.970 -4.570 -8.139
13 N 5.615 -2.414 0.175
14 N -6.120 4.237 2.173
15 C -2.305 -7.327 -5.290
16 C -2.813 8.294 5.451
17 C -3.353 -2.289 -2.283
18 C 1.667 7.600 1.787
19 C 2.327 1.793 3.721
20 C 2.196 5.050 2.547
21 C -3.905 4.729 3.796
22 C -0.970 8.659 6.910
23 C -0.519 -1.095 -1.183
24 C -5.080 5.443 3.971
25 C -6.151 5.159 3.140
26 C -5.381 -3.379 -7.692
27 C 3.995 1.848 1.582
28 C 7.830 -6.044 2.393
29 C 5.564 -1.552 1.194
30 C -2.039 -6.891 -4.002
31 C -2.307 8.863 6.608
32 C -4.279 -5.987 -5.238
33 C -5.088 -4.795 -9.451
34 C -3.076 -0.280 -3.447
35 C -3.450 -6.863 -5.918
36 C 9.452 -7.925 3.479
37 C -6.023 -2.648 -9.862
38 C 7.893 -2.881 0.778
39 C -5.602 -3.875 -10.349
40 C 1.647 5.264 1.294
41 C -0.197 7.898 6.047
42 C -5.912 -2.391 -8.505
43 C -0.817 0.326 -0.596
44 C 6.770 -3.059 -0.014
45 C -4.975 3.561 2.021
46 C 6.630 -1.298 2.043
47 C -2.936 -2.021 -0.782
48 C 7.264 -7.009 3.210
49 C 2.219 7.279 3.016
50 C 9.917 -6.916 2.653
51 C -1.417 -2.186 -0.530
52 C 8.096 -7.969 3.763
53 C -3.837 0.745 -4.347
54 C 4.549 1.829 2.852
55 C 1.377 6.568 0.909
56 C 3.693 1.801 3.942
57 C -3.920 -5.611 -3.954
58 C 7.817 -1.980 1.828
59 C -0.800 7.376 4.914
60 C 1.873 1.811 2.412
61 C -3.849 3.765 2.802
62 H -4.885 0.431 -4.447
63 H 2.465 8.053 3.735
64 H 6.533 -0.586 2.852
65 H -5.163 6.204 4.736
66 H 8.802 -3.433 0.580
67 H 4.088 1.786 4.951
68 H -3.694 -7.178 -6.924
69 H 6.201 -7.009 3.407
70 H -6.432 -1.901 -10.531
71 H -4.536 -4.925 -3.385
72 H 6.783 -3.751 -0.849
73 H 5.622 1.835 2.984
74 H -1.134 -3.146 -0.999
75 H 1.435 4.431 0.638
76 H -3.046 4.922 4.426
77 H 7.219 -5.274 1.934
78 H 10.133 -8.658 3.891
79 H -4.974 2.822 1.229
80 H 0.517 -1.333 -0.884
81 H -4.088 -3.106 -2.254
82 H -5.271 -3.223 -6.624
83 H -5.180 -5.603 -5.694
84 H -7.091 5.691 3.242
85 H -3.854 8.424 5.175
86 H -1.157 -7.229 -3.470
87 H 0.753 1.380 -0.322
88 H 7.693 -8.742 4.406
89 H -2.254 -0.796 -3.971
90 H -3.461 -2.762 -0.157
91 H -6.231 -1.446 -8.086
92 H -0.907 1.036 -1.433
93 H 1.627 1.772 4.545
94 H -2.619 0.309 -2.625
95 H 4.614 -1.045 1.324
96 H -4.749 -5.770 -9.785
97 H 0.813 1.800 2.192
98 H -3.782 1.737 -3.881
99 H -3.324 0.749 -5.320
100 H -0.536 -1.096 -2.281
101 H 4.624 1.872 0.699
102 H -2.515 -2.647 -2.907
103 H 1.467 8.630 1.525
104 H 0.851 7.715 6.247
105 H -1.632 -8.011 -5.789
106 H -2.943 9.452 7.256
107 H 10.970 -6.839 2.405
108 H 2.419 4.057 2.893
109 H -1.191 -2.256 0.543
110 H -2.952 3.185 2.632
111 H 0.945 6.777 -0.062
112 H -5.672 -4.112 -11.402
113 H -0.235 6.778 4.208
114 H 8.673 -1.811 2.470
115 H -0.536 9.086 7.806

Calculated values
Frontier orbital gap: 9.28 eV
Multiplicity: 1
LUMO: 0.46 eV

Atomic partial charges in e from the Mulliken method, atoms 1 to 2:
1. S 1.259
2. O -0.459

=====

C39H43IrN10O2S2Si | wB97M-V/def2-TZVPD

Element x y z (Å)
1 Ir -0.761 1.359 -0.047
2 S -0.332 1.768 -2.468
3 S -3.145 2.225 -0.372
4 Si 0.789 -2.103 -0.595
5 O -2.986 2.645 2.538
6 O 0.582 -0.621 -0.112
7 N -0.590 3.863 0.310
8 N -1.143 0.294 4.311
9 N -3.754 -1.886 -0.822
10 N -2.809 -1.031 0.954
11 N 1.712 2.040 -0.157
12 N 0.365 -0.458 2.655
13 N -2.205 -0.530 -0.088
14 N -1.207 1.214 2.276
15 N -4.527 -2.582 1.252
16 N -3.719 -1.829 0.482
17 C -4.061 4.679 -0.901
18 C 1.378 1.448 -2.522
19 C 3.478 -2.327 0.441
20 C -2.219 1.816 2.962
21 C -0.669 -0.492 5.419
22 C 1.838 3.510 -0.180
23 C -0.339 4.190 1.717
24 C 0.551 4.249 -0.531
25 C -2.950 3.937 -0.478
26 C -1.598 -4.905 2.373
27 C -4.008 6.053 -0.969
28 C 3.513 1.037 -1.515
29 C 3.240 -3.008 -1.828
30 C 2.664 -2.501 -0.671
31 C -0.154 -4.352 -3.972
32 C 5.363 -3.223 -0.740
33 C -0.426 -3.396 -4.936
34 C 0.176 -3.967 -2.686
35 C -2.199 1.265 4.396
36 C -0.152 -3.307 0.569
37 C -2.843 6.708 -0.597
38 C 0.210 -2.622 -2.340
39 C -1.746 5.982 -0.170
40 C 4.814 -2.687 0.412
41 C 4.572 -3.377 -1.864
42 C 1.904 1.065 -3.759
43 C -1.334 -3.935 0.192
44 C 2.398 1.487 1.012
45 C 2.202 1.482 -1.387
46 C -0.635 0.306 3.068
47 C 0.298 -3.525 1.867
48 C 3.209 0.645 -3.865
49 C -0.398 -2.054 -4.600
50 C -1.765 4.595 -0.126
51 C -0.413 -4.305 2.763
52 C -2.045 -4.729 1.076
53 C 4.008 0.607 -2.733
54 C -0.089 -1.677 -3.303
55 C -2.787 -1.053 -1.166
56 H 2.184 3.839 0.800
57 H 5.427 -2.558 1.291
58 H 3.064 -1.911 1.350
59 H -0.610 -1.301 -5.345
60 H -0.657 -3.694 -5.949
61 H 0.034 5.213 1.834
62 H -0.868 6.524 0.146
63 H -4.872 6.617 -1.282
64 H 0.765 5.322 -0.425
65 H -1.980 2.068 5.107
66 H -1.709 -3.809 -0.815
67 H -2.153 -5.519 3.068
68 H -2.945 -5.223 0.744
69 H 2.411 0.405 0.912
70 H -0.075 -0.633 -3.035
71 H 1.242 -3.097 2.172
72 H 0.385 3.497 2.137
73 H 0.284 4.056 -1.573
74 H -0.630 -1.551 5.150
75 H 4.172 1.026 -0.664
76 H -0.194 -5.402 -4.223
77 H -0.028 -4.465 3.762
78 H 2.595 3.816 -0.913
79 H -5.330 -2.907 0.726
80 H -1.272 4.099 2.267
81 H 0.629 -1.258 3.203
82 H -2.781 7.784 -0.630
83 H 1.254 1.085 -4.620
84 H 2.638 -3.131 -2.716
85 H -2.531 -0.836 -2.179
86 H -4.758 -2.140 2.133
87 H 3.602 0.341 -4.821
88 H 0.420 -4.721 -1.950
89 H -3.159 0.814 4.659
90 H 1.852 1.759 1.913
91 H 4.989 -3.793 -2.770
92 H 6.401 -3.517 -0.761
93 H -1.355 -0.365 6.254
94 H 5.028 0.266 -2.799
95 H 0.484 -0.523 1.631
96 H 0.326 -0.165 5.735
97 H 3.426 1.857 1.105
98 H -4.961 4.145 -1.170

Calculated values
Total charge: +1
Frontier orbital gap (alpha / beta): 5.25 / 5.55 eV
Multiplicity: 2
<S²>: 0.782
LUMO (alpha / beta): -4.87 / -4.56 eV

Atomic partial charges in e from the Mulliken method, atoms 1 to 2:
1. Ir 3.489
2. S -0.355

=====

C17H52AsF6O9 | wB97M-V/def2-TZVPD

Element x y z (Å)
1 As 0.206 0.080 0.215
2 F 1.178 0.838 1.472
3 F -0.674 -0.544 -1.155
4 F 1.215 -1.333 0.435
5 F -0.706 1.591 0.095
6 F -0.965 -0.503 1.405
7 F 1.426 0.643 -0.924
8 O 2.619 3.332 -3.006
9 O 2.648 2.054 3.189
10 O 0.409 2.218 -4.180
11 O 3.638 -2.434 -0.459
12 O -2.425 3.614 0.230
13 O -3.233 -1.177 -1.647
14 O -1.883 -2.355 3.151
15 O 2.145 -3.434 -4.747
16 O -0.338 3.285 4.872
17 C -3.786 -1.736 -0.463
18 C 4.561 1.545 1.957
19 C 3.371 2.138 -2.853
20 C -4.426 3.823 1.448
21 C 3.512 -0.187 3.425
22 C -0.639 2.162 4.077
23 C 3.400 -3.818 -0.297
24 C -3.121 -3.092 -0.176
25 C 2.025 -1.322 -3.618
26 C -0.790 -2.503 4.042
27 C 0.521 -3.253 -2.977
28 C -5.265 -1.861 -0.637
29 C -0.622 2.099 -3.210
30 C -4.115 2.100 -0.382
31 C 1.212 -2.527 -4.106
32 C -3.479 2.810 0.797
33 C 3.867 1.320 3.287
34 H 2.702 -1.493 -2.780
35 H -5.784 -0.921 -0.847
36 H 3.123 4.120 -2.806
37 H 0.225 1.492 4.099
38 H 3.655 1.911 -1.822
39 H 4.362 -4.325 -0.221
40 H -0.420 -2.741 -2.762
41 H 2.795 1.261 -3.130
42 H 2.848 -4.102 0.606
43 H 1.072 -3.206 -2.037
44 H -0.821 -1.793 4.877
45 H 4.387 -0.839 3.402
46 H -0.122 2.082 -2.236
47 H 4.286 2.216 -3.446
48 H 4.996 2.540 1.828
49 H -1.583 -1.679 2.523
50 H -4.754 4.584 0.740
51 H -3.370 -3.820 -0.950
52 H -4.855 1.391 0.020
53 H 3.069 -0.293 4.420
54 H -3.551 -3.472 0.755
55 H -3.018 2.065 1.451
56 H -0.831 2.394 3.022
57 H -0.837 -3.498 4.489
58 H 2.776 -1.997 -0.393
59 H 4.495 1.654 4.110
60 H -3.444 1.485 -0.979
61 H -1.335 1.279 -3.253
62 H -1.169 3.050 -3.170
63 H 0.266 -4.294 -3.173
64 H 3.954 1.311 1.083
65 H 1.186 2.609 -3.745
66 H 0.554 3.573 4.661
67 H -5.843 -2.258 0.201
68 H -3.967 4.297 2.314
69 H 2.587 -0.847 -4.424
70 H 0.145 -2.384 3.490
71 H -2.040 -3.032 -0.055
72 H 1.313 -0.560 -3.283
73 H 2.057 1.644 2.520
74 H -1.538 1.638 4.401
75 H -5.356 3.351 1.779
76 H 5.453 0.910 1.865
77 H 2.798 -0.557 2.694
78 H 0.517 -2.208 -4.885
79 H -2.272 -1.153 -1.527
80 H -5.553 -2.506 -1.475
81 H 2.527 -3.001 -5.513
82 H -4.696 2.778 -1.008
83 H 2.849 -4.171 -1.174
84 H -1.681 3.006 0.092
85 H -3.641 -1.063 0.391

Calculated values
Total charge: -1
Frontier orbital gap: 9.70 eV
Multiplicity: 1
Energy relative to the best compared isomer or geometry (same formula, charge and spin): 18.6 kcal/mol
LUMO: 2.54 eV

Atomic partial charges in e from the Mulliken method, atoms 1 to 2:
1. As 1.664
2. F -0.426

=====

CH3Cl3Si | wB97M-V/def2-TZVPD

Element x y z (Å)
1 Cl 0.449 0.423 -0.335
2 Cl 1.945 1.251 -2.909
3 Cl -0.171 0.991 2.533
4 Si -2.156 -0.377 0.511
5 C -0.333 -0.139 1.110
6 H 1.794 0.280 -2.145
7 H 0.052 -1.002 1.555
8 H -1.580 -1.427 -0.320

Calculated values
Frontier orbital gap: 8.16 eV
Multiplicity: 1
Energy relative to the best compared isomer or geometry (same formula, charge and spin): 167.8 kcal/mol
LUMO: -1.28 eV

Atomic partial charges in e from the natural (NBO) method, atoms 1 to 2:
1. Cl 0.004
2. Cl -0.247